Record 1
{
  "formula": "C6H9Br2NO",
  "method": "the ωB97M-V functional and the def2-TZVPD basis",
  "spin_multiplicity": 1,
  "gap_ev": 9.39,
  "de_lowest_kcal_mol": 0.0,
  "lumo_ev": -0.28,
  "smiles": "CC1(C)CN(Br)C(=O)[C@H]1Br",
  "e_homo_ev": -9.669,
  "symbols": ["C", "C", "C", "C", "N", "Br", "C", "O", "C", "Br", "H", "H", "H", "H", "H", "H", "H", "H", "H"],
  "positions_angstrom": [[0.098808, 1.324088, -0.295574], [-0.093443, -0.101738, 0.291647], [-0.659591, -0.969203, -0.929507], [1.290857, -0.542625, 0.836773], [0.972357, -1.573816, 1.834567], [2.315997, -2.842875, 2.315047], [-0.237789, -1.597051, 2.406654], [-0.659370, -2.266678, 3.347647], [-0.913797, -0.160184, 1.538402], [-0.577691, 1.261774, 2.996628], [-0.839947, 1.791201, -0.647048], [0.702784, 1.333115, -1.193250], [0.518344, 1.907202, 0.451455], [-0.282642, -1.945148, -0.899555], [-0.317015, -0.499869, -1.851818], [-1.700126, -0.866068, -0.718412], [1.930618, -0.996202, 0.188344], [1.946318, 0.139912, 1.320775], [-2.067280, -0.055351, 1.334642]],
  "forces_ev_per_angstrom": [[-1.625, -0.905, -0.810], [2.047, 1.374, -1.336], [0.990, 2.061, 2.062], [-1.536, -1.008, 1.440], [0.689, -1.188, 0.119], [-1.007, 0.969, -0.230], [-1.738, 1.086, 0.880], [0.643, 1.562, -2.543], [-2.052, -1.359, 1.993], [-0.109, -0.827, -1.305], [0.097, -0.327, 0.493], [0.545, -0.309, 0.001], [0.825, 1.495, 1.193], [0.089, -1.660, 0.161], [-0.394, -0.023, 0.080], [-0.993, -0.504, -0.832], [1.364, -1.327, -2.623], [-0.132, 1.555, 0.511], [2.295, -0.667, 0.747]]
}

Record 2
{
  "formula": "C6H9Br3O3",
  "method": "the ωB97M-V functional and the def2-TZVPD basis",
  "spin_multiplicity": 1,
  "gap_ev": 8.72,
  "lumo_ev": 0.20,
  "e_homo_ev": -8.524,
  "symbols": ["C", "C", "C", "C", "C", "C", "O", "O", "O", "Br", "Br", "Br", "H", "H", "H", "H", "H", "H", "H", "H", "H"],
  "positions_angstrom": [[-0.301438, 0.206271, -0.495450], [2.098732, 1.348009, -1.786519], [-1.646639, 0.721996, 1.752475], [2.142612, 0.394435, -0.608583], [-1.462747, -0.019760, 0.466773], [-0.581466, -1.973268, 0.962215], [-0.521479, 0.039441, -1.646706], [-2.563210, -0.243423, -0.187870], [0.848342, 0.339650, 0.068430], [0.793606, -1.657482, 2.173362], [-2.119883, -2.843586, 1.790336], [-0.042751, -2.815195, -0.645354], [1.612623, 0.765506, -2.602596], [1.347880, 2.058389, -1.576225], [3.068579, 1.626866, -2.030856], [-2.131183, -0.000947, 2.406164], [-0.724987, 1.165608, 2.123742], [-2.462532, 1.397709, 1.560622], [2.927268, 0.575070, 0.228042], [2.203180, -0.567666, -0.897165], [-2.484508, -0.517620, -1.054836]],
  "forces_ev_per_angstrom": [[-1.021, -0.553, 1.506], [-1.722, -2.822, -0.056], [-0.354, -1.149, -0.588], [-0.311, 2.253, 1.954], [3.179, -1.259, -0.086], [-2.305, 2.122, -0.408], [-0.223, 0.084, -2.836], [-2.581, 0.670, 3.283], [1.253, 1.602, 1.893], [0.745, -0.376, 0.898], [0.458, 0.054, -0.249], [0.069, -0.451, -0.022], [0.728, 0.466, 0.234], [-0.107, 1.668, 0.243], [1.471, 1.137, -0.592], [0.418, -0.051, 0.660], [-0.310, -0.100, 0.100], [0.033, 0.896, -0.059], [-1.542, 0.045, -1.456], [1.088, -3.334, -1.303], [1.033, -0.901, -3.116]]
}